Entry 1:
A molecular structure, H11LiO6 at a distorted geometry. Source: the Open Molecules 2025 dataset; level of theory: ωB97M-V/def2-TZVPD.

Each line ends with the Löwdin charge.
Atoms and positions in Å:
Li: 9.5340 12.7990 27.0750  0.863
O: 10.5270 13.2990 25.5280  -0.547
H: 11.1970 13.4600 24.7030  0.108
O: 10.0760 11.6350 23.4130  -0.046
H: 10.5380 12.0430 22.7590  -0.028
H: 9.8690 12.1570 24.2160  -0.008
O: 14.4810 13.9310 24.7420  -0.101
H: 14.0060 13.3290 25.3690  -0.016
H: 14.7770 14.5720 25.4130  0.040
O: 11.3890 15.4870 26.8290  -0.153
H: 11.1650 14.7040 26.1330  0.016
H: 10.6720 15.9580 27.2580  0.008
O: 12.9490 12.2950 26.4030  -0.065
H: 12.1660 12.7220 26.1910  -0.089
H: 12.9000 11.5930 25.6580  0.120
O: 8.8050 15.1890 24.6670  -0.113
H: 9.3220 14.5750 25.2700  -0.021
H: 9.1810 15.6550 23.9200  0.031

The electronic energy is -465.534457 hartree. The HOMO-LUMO gap comes out at 0.332 hartree. Its energy relative to the best compared isomer or geometry (same formula, charge and spin) is 1.4320 eV. The highest occupied orbital energy comes out at -10.52 eV. The total charge is 0.

Entry 2:
A molecular structure, CH2FLiOPd at a distorted geometry. Source: the Open Molecules 2025 dataset; level of theory: ωB97M-V/def2-TZVPD.

Each line ends with the Löwdin charge.
Atoms and positions in Å:
C: -0.4351 0.4447 0.0405  -0.224
O: 1.0138 -0.2975 0.5805  -0.553
Pd: 1.7619 0.7128 -0.4840  0.952
Li: 0.5030 -1.9595 -0.1842  0.801
F: -1.0886 -0.8332 -0.2614  -0.181
H: -0.9827 1.0629 -0.6879  0.102
H: -0.7722 0.8698 0.9965  0.103

The electronic energy is -349.296018 hartree. The HOMO-LUMO gap (alpha / beta) comes out at 0.220 / 0.304 hartree. Its expectation value of S² is 3.762. The highest occupied orbital energy (alpha / beta) comes out at -10.99 / -15.44 eV. The total charge is +1. Its multiplicity is 4.

Entry 3:
A molecular structure, AsF6H22O11 at a distorted geometry. Source: the Open Molecules 2025 dataset; level of theory: ωB97M-V/def2-TZVPD.

Each line ends with the Löwdin charge.
Atoms and positions in Å:
As: 0.3778 0.1895 -0.2974  0.846
F: -0.2572 1.7485 -0.9641  -0.345
F: -1.0405 -0.6698 -0.8951  -0.314
F: 0.8733 -1.3550 0.4123  -0.330
F: 1.8107 1.0449 0.5118  -0.362
F: -0.5225 0.4984 1.2065  -0.334
F: 1.3070 -0.1062 -1.7581  -0.326
O: -1.1315 -4.0273 0.2659  -0.060
H: -0.3416 -3.5048 0.4050  0.006
H: -1.0543 -4.7495 0.8893  0.023
O: 0.3494 4.7986 -0.6686  -0.086
H: 0.1039 4.1370 -0.0219  -0.027
H: -0.4562 4.9670 -1.1574  0.013
O: 3.7011 2.1560 -2.4549  -0.071
H: 3.5223 3.0964 -2.4590  0.020
H: 2.8408 1.7478 -2.5523  0.006
O: 1.2974 -3.1141 2.8859  -0.082
H: 1.8548 -2.4726 2.4455  0.015
H: 1.6467 -3.9627 2.6136  0.009
O: -3.6971 -2.4284 0.6441  -0.064
H: -3.7157 -2.1120 1.5473  0.003
H: -2.7755 -2.6271 0.4784  -0.007
O: -2.9257 -0.0406 2.3949  -0.068
H: -2.0628 -0.0071 1.9819  -0.016
H: -2.8492 -0.7294 3.0550  0.017
O: -4.1509 0.4103 -0.6156  -0.083
H: -3.6232 -0.3159 -0.2835  -0.022
H: -3.8296 0.5529 -1.5059  -0.010
O: 0.4000 3.4608 1.8493  -0.057
H: -0.2902 3.4771 2.5123  0.035
H: 0.3780 2.5692 1.5018  -0.012
O: 4.0171 2.2202 1.2840  -0.095
H: 4.6862 1.7007 0.8383  0.009
H: 3.2049 1.7318 1.1493  -0.038
O: 3.3358 -2.0555 -1.9111  -0.088
H: 2.4470 -1.7002 -1.9171  -0.022
H: 3.3209 -2.7506 -2.5690  0.005
O: -2.6258 -0.4987 -2.8937  -0.081
H: -2.2155 -0.8435 -3.6867  0.022
H: -1.9102 -0.4362 -2.2610  -0.030

The electronic energy is -3675.958400 hartree. The HOMO-LUMO gap (alpha / beta) comes out at 0.111 / 0.350 hartree. Its expectation value of S² is 0.752. Its energy relative to the best compared isomer or geometry (same formula, charge and spin) is 0.5674 eV. The highest occupied orbital energy (alpha / beta) comes out at 2.01 / -4.74 eV. The total charge is -2. Its multiplicity is 2.

Entry 4:
2 unconnected molecules or ions with the total composition C8H11BrNO3S. Source: the Open Molecules 2025 dataset; level of theory: ωB97M-V/def2-TZVPD.

Each line ends with the Löwdin charge.
Atoms and positions in Å:
O: -4.7975 3.1647 -2.1966  0.203
C: -4.7204 2.0329 -1.8709  -0.482
O: -5.7589 1.1813 -1.9609  0.148
C: -3.4585 1.4401 -1.2953  -0.079
C: -3.5462 0.5696 -0.2138  0.054
C: -2.3832 0.0210 0.2928  -0.071
N: -1.2045 0.3337 -0.2661  -0.441
Br: 0.3354 -0.4809 0.4287  1.007
C: -1.0884 1.1937 -1.2909  -0.062
C: -2.2231 1.7697 -1.8252  0.066
H: -5.4230 0.2792 -2.0495  0.127
H: -4.4953 0.3252 0.2335  0.144
H: -2.3899 -0.6610 1.1253  0.132
H: -0.1027 1.3890 -1.6771  0.133
H: -2.1558 2.4691 -2.6429  0.148
C: 3.9362 -0.2342 1.6556  -0.271
S: 3.6847 -1.7643 0.7444  0.786
O: 2.4624 -2.4036 1.3282  -0.616
C: 5.1342 -2.5847 1.4045  -0.256
H: 3.1060 0.4352 1.4359  0.017
H: 3.9646 -0.4459 2.7241  0.067
H: 4.8681 0.2284 1.3328  0.062
H: 5.0678 -2.6265 2.4913  0.066
H: 6.0238 -2.0382 1.0942  0.063
H: 5.1643 -3.5933 0.9981  0.058

The electronic energy is -3563.817924 hartree. The HOMO-LUMO gap comes out at 0.256 hartree. Its energy relative to the best compared isomer or geometry (same formula, charge and spin) is 0.0000 eV. The highest occupied orbital energy comes out at -12.01 eV. The total charge is +1.

Entry 5:
A gas-phase ion, C9H10NO2 (charge +1) at a distorted geometry. Source: the Open Molecules 2025 dataset; level of theory: ωB97M-V/def2-TZVPD.

Each line ends with the Löwdin charge.
Atoms and positions in Å:
O: -1.5185 2.9066 -0.6553  0.079
C: -0.9617 1.6836 -0.6472  -0.423
C: -1.9521 0.9147 -1.4960  0.117
N: -1.6619 -0.3104 -1.6654  0.122
C: -0.2902 -0.8858 -1.4379  -0.052
C: 0.2766 -0.7917 -0.0199  -0.157
C: 1.3085 -1.6453 0.2890  -0.027
C: 2.0193 -1.6524 1.5550  -0.050
C: 1.7179 -0.6745 2.4530  -0.056
C: 0.6861 0.2864 2.1586  0.053
C: -0.0031 0.1927 0.9371  -0.222
O: -0.9564 1.1039 0.6075  0.052
H: -0.7983 3.5585 -0.7575  0.148
H: 0.1204 1.6601 -1.1510  0.222
H: -2.9240 1.3456 -1.8078  0.188
H: -2.3163 -1.0672 -1.9892  0.208
H: 0.4350 -0.3858 -2.2090  0.179
H: -0.4369 -1.9385 -1.7524  0.142
H: 1.6632 -2.4944 -0.2969  0.120
H: 2.9495 -2.3129 1.6013  0.140
H: 2.2586 -0.4376 3.2931  0.085
H: 0.3842 0.9444 2.9910  0.135

The electronic energy is -553.866188 hartree. The HOMO-LUMO gap comes out at 0.281 hartree. Its energy relative to the best compared isomer or geometry (same formula, charge and spin) is 1.1052 eV. The highest occupied orbital energy comes out at -12.55 eV. The total charge is +1.

Entry 6:
C5H10O in the gas phase. Source: the Open Molecules 2025 dataset; level of theory: ωB97M-V/def2-TZVPD.

Each line ends with the Löwdin charge.
Atoms and positions in Å:
O: -1.7040 0.1929 0.9557  -0.032
C: -1.0768 0.2343 -0.3198  -0.405
C: -0.2903 -1.0495 -0.6028  -0.150
C: 1.0019 -0.9129 0.2295  -0.177
C: 1.1687 0.6047 0.5102  -0.178
C: 0.0127 1.2979 -0.2360  -0.149
H: -2.3451 -0.5289 0.9467  0.093
H: -1.8172 0.4544 -1.1039  0.139
H: -0.8669 -1.9488 -0.3529  0.110
H: -0.0600 -1.1027 -1.6742  0.113
H: 1.8625 -1.3301 -0.3039  0.100
H: 0.9143 -1.4661 1.1691  0.102
H: 1.0929 0.8019 1.5837  0.104
H: 2.1432 0.9792 0.1814  0.100
H: -0.3549 2.1967 0.2690  0.115
H: 0.3190 1.5770 -1.2520  0.116

The electronic energy is -271.748363 hartree. The HOMO-LUMO gap comes out at 0.410 hartree. Its energy relative to the best compared isomer or geometry (same formula, charge and spin) is 0.1157 eV. The highest occupied orbital energy comes out at -10.19 eV. The total charge is 0.

Entry 7:
2 unconnected molecules or ions with the total composition C3H6BrFO at a distorted geometry. Source: the Open Molecules 2025 dataset; level of theory: ωB97M-V/def2-TZVPD.

Each line ends with the Löwdin charge.
Atoms and positions in Å:
C: 0.7564 -0.4047 0.7743  -0.236
C: 0.2429 0.7969 0.1903  -0.045
C: -2.1262 -1.0820 -1.2119  -0.661
O: -3.3934 -0.7103 -1.2979  0.000
F: -1.6505 -1.5575 -2.4014  -0.036
Br: -1.7817 -2.5275 0.1401  0.688
H: -0.0527 -1.1868 0.7417  -0.063
H: 1.5903 -0.8324 0.2249  0.074
H: 0.9726 -0.3109 1.8368  0.073
H: -0.3955 1.4438 0.7625  0.042
H: 0.3804 1.0225 -0.8504  0.038
H: -3.9010 -1.1865 -1.9742  0.127

The electronic energy is -2866.874328 hartree. The HOMO-LUMO gap (alpha / beta) comes out at 0.240 / 0.361 hartree. Its energy relative to the best compared isomer or geometry (same formula, charge and spin) is 3.5570 eV. The highest occupied orbital energy (alpha / beta) comes out at -7.63 / -9.21 eV. The total charge is 0.

Entry 8:
A molecular structure, C16H17F6IN2OSn at a distorted geometry. Source: the Open Molecules 2025 dataset; level of theory: ωB97M-V/def2-TZVPD.

Each line ends with the Löwdin charge.
Atoms and positions in Å:
C: 2.6872 2.8485 0.4090  -0.223
C: 3.0786 1.3651 0.0481  -0.189
H: 2.0609 3.3578 -0.3335  0.051
H: 3.6245 3.4283 0.4227  0.110
H: 2.2599 2.9941 1.4102  0.022
H: 2.6038 0.9505 -0.8510  0.036
H: 4.1324 1.3869 -0.2587  0.128
H: 3.0549 0.6797 0.9021  0.047
C: -2.6383 1.3608 -0.7205  -0.127
C: -3.8710 1.0621 -1.2778  0.007
C: -4.0193 -0.1328 -1.9879  0.027
C: -2.9095 -0.9663 -2.0899  0.040
H: -2.4927 2.2771 -0.1394  0.009
H: -4.6919 1.7633 -1.1516  0.135
H: -4.9621 -0.4117 -2.4571  0.141
H: -2.9533 -1.9003 -2.6453  0.124
N: -1.5546 0.5699 -0.8217  -0.016
C: -1.6888 -0.6097 -1.4982  -0.168
C: -0.4981 -1.4708 -1.5967  -0.186
N: 0.6802 -0.9263 -1.2087  0.047
C: 1.7898 -1.6828 -1.2641  -0.098
C: 0.5814 -3.5668 -2.1450  0.023
C: 1.7876 -2.9942 -1.7371  0.001
H: 2.7158 -1.2243 -0.9069  0.119
H: 2.7254 -3.5402 -1.7580  0.134
C: -0.5771 -2.7977 -2.0556  0.046
H: -1.5486 -3.1969 -2.3228  0.122
H: 0.5361 -4.5874 -2.5095  0.137
Sn: 0.4684 1.2256 0.1871  1.240
I: -0.7061 3.4267 1.5622  0.680
C: 2.1881 -0.6460 2.8854  0.022
C: 0.7070 -0.8613 2.6820  -0.403
O: 0.1233 -0.2104 1.6030  -0.275
C: 0.4339 -2.4054 2.4437  -0.474
F: 0.7924 -3.1800 3.5106  0.164
F: -0.8512 -2.6793 2.1319  0.164
F: 1.1955 -2.8279 1.3786  0.116
C: -0.0634 -0.4120 3.9785  -0.496
F: 0.4197 -1.0150 5.1087  0.156
F: 0.1011 0.9297 4.1399  0.112
F: -1.3921 -0.6496 3.9153  0.169
H: 2.7327 -1.0191 2.0087  0.093
H: 2.5136 -1.1924 3.7803  0.126
H: 2.3716 0.4281 3.0203  0.107

The electronic energy is -1915.243319 hartree. The HOMO-LUMO gap comes out at 0.189 hartree. Its energy relative to the best compared isomer or geometry (same formula, charge and spin) is 0.0000 eV. The highest occupied orbital energy comes out at -15.92 eV. The total charge is +2.